1.
{
  "formula": "C24H33AlClI2P3",
  "method": "the ωB97M-V functional and the def2-TZVPD basis",
  "multiplicity": 1,
  "total_charge": 2,
  "homo_energy_ev": -14.4,
  "gap_ev": 7.919,
  "species": ["I", "I", "Cl", "P", "P", "P", "Al", "C", "C", "C", "C", "C", "C", "C", "C", "C", "C", "C", "C", "C", "C", "C", "C", "C", "C", "C", "C", "C", "C", "C", "C", "H", "H", "H", "H", "H", "H", "H", "H", "H", "H", "H", "H", "H", "H", "H", "H", "H", "H", "H", "H", "H", "H", "H", "H", "H", "H", "H", "H", "H", "H", "H", "H", "H"],
  "positions_angstrom": [[0.394, 0.343, 1.214], [1.740, 0.345, -2.401], [5.886, 1.265, -0.423], [2.756, 2.980, -0.434], [3.703, -1.591, -0.203], [-1.820, -0.365, 0.549], [3.853, 0.767, -0.847], [-2.262, -1.853, 1.468], [-2.574, 1.675, 2.275], [-1.766, -2.256, -3.050], [-3.059, -4.187, 2.776], [0.965, 3.375, -0.458], [-3.174, 2.898, 2.564], [2.112, -2.507, -0.301], [4.664, -2.552, -1.431], [-1.853, -3.567, 3.132], [-4.152, 3.406, 1.705], [-1.867, -0.671, -1.217], [-3.470, -2.477, 1.104], [3.297, 4.051, 0.947], [-2.014, 0.389, -2.141], [-3.909, 1.480, 0.244], [-2.085, 0.107, -3.502], [4.399, -2.286, 1.337], [-3.875, -3.624, 1.790], [-1.688, -1.990, -1.682], [-1.462, -2.388, 2.501], [-4.558, 2.666, 0.586], [-2.874, 1.008, 1.076], [-1.982, -1.215, -3.961], [3.304, 3.992, -1.864], [3.143, 5.056, -1.635], [3.213, 5.112, 0.663], [4.370, 3.812, -2.053], [0.511, 3.092, 0.501], [3.649, -2.227, 2.137], [0.486, 2.811, -1.265], [-1.818, 1.287, 2.946], [4.341, 3.821, 1.195], [-4.069, -2.084, 0.278], [-0.521, -1.903, 2.777], [0.812, 4.448, -0.629], [2.312, -3.583, -0.355], [-5.376, 3.006, -0.053], [-1.225, -4.012, 3.903], [-2.083, -1.443, -5.029], [-1.673, -3.288, -3.398], [-2.099, 1.426, -1.808], [-4.183, 0.933, -0.661], [-1.493, -2.803, -0.977], [-4.599, 4.383, 1.900], [1.492, -2.273, 0.574], [5.614, -2.053, -1.656], [2.671, 3.858, 1.829], [4.674, -3.336, 1.159], [2.733, 3.711, -2.758], [-2.890, 3.442, 3.466], [4.866, -3.549, -1.010], [5.290, -1.717, 1.631], [-4.822, -4.079, 1.513], [-2.282, 0.907, -4.218], [1.586, -2.194, -1.212], [4.085, -2.651, -2.357], [-3.344, -5.128, 3.245]],
  "nbo_charge": [0.020, -0.401, -0.487, 0.853, 0.846, 1.370, 1.137, -0.363, -0.208, -0.204, -0.153, -0.937, -0.187, -0.938, -0.925, -0.186, -0.152, -0.471, -0.205, -0.943, -0.189, -0.206, -0.150, -0.931, -0.188, -0.163, -0.216, -0.198, -0.361, -0.156, -0.930, 0.259, 0.259, 0.259, 0.243, 0.250, 0.256, 0.229, 0.263, 0.234, 0.226, 0.262, 0.259, 0.245, 0.240, 0.247, 0.245, 0.237, 0.235, 0.239, 0.245, 0.241, 0.263, 0.249, 0.259, 0.261, 0.242, 0.259, 0.266, 0.245, 0.236, 0.263, 0.261, 0.246]
}

2.
{
  "formula": "C24H33Br9N6O9",
  "method": "the ωB97M-V functional and the def2-TZVPD basis",
  "multiplicity": 1,
  "total_charge": 0,
  "homo_energy_ev": -7.8,
  "gap_ev": 7.433,
  "species": ["Br", "Br", "Br", "Br", "Br", "Br", "Br", "Br", "Br", "O", "O", "O", "O", "O", "O", "O", "O", "O", "N", "N", "N", "N", "N", "N", "C", "C", "C", "C", "C", "C", "C", "C", "C", "C", "C", "C", "C", "C", "C", "C", "C", "C", "C", "C", "C", "C", "C", "C", "H", "H", "H", "H", "H", "H", "H", "H", "H", "H", "H", "H", "H", "H", "H", "H", "H", "H", "H", "H", "H", "H", "H", "H", "H", "H", "H", "H", "H", "H", "H", "H", "H"],
  "positions_angstrom": [[-3.847, 3.025, -0.123], [-5.654, -0.679, -2.763], [0.236, -2.721, 1.702], [-2.807, -2.694, 2.209], [-6.745, 3.052, 1.245], [-6.528, 2.402, -1.856], [-7.975, -2.046, -4.828], [-0.867, -1.877, 4.634], [-4.837, -2.157, -5.482], [-3.786, -0.205, -0.100], [0.485, -6.128, -0.872], [3.240, -2.184, -3.548], [-2.489, 1.710, 2.412], [2.573, 0.037, 0.520], [7.241, -2.555, 1.698], [-0.117, 2.252, 1.388], [0.763, -0.236, -1.645], [1.019, 7.622, 1.589], [2.191, 0.602, -3.187], [-1.541, -0.019, 0.171], [1.251, 2.016, -1.696], [-2.361, -1.163, -1.615], [-3.319, 1.027, 4.424], [-4.419, 0.478, 2.498], [1.757, 5.360, 1.584], [3.174, -4.187, -2.306], [-6.241, -1.086, -4.598], [0.399, -3.962, -1.958], [5.832, -0.641, 1.854], [3.630, -0.730, 0.905], [2.484, -3.047, -2.744], [2.474, -5.195, -1.677], [1.083, -3.009, -2.703], [6.010, -1.955, 1.485], [5.111, -2.665, 0.721], [3.935, -1.996, 0.394], [4.605, -0.039, 1.658], [1.346, 0.739, -2.137], [1.437, 4.013, 1.474], [-3.407, 1.190, 3.054], [1.097, -5.092, -1.553], [0.732, 6.264, 1.614], [-2.625, -0.382, -0.539], [-1.165, -1.801, 2.658], [-5.616, 2.234, -0.135], [0.110, 3.598, 1.445], [-0.915, 4.512, 1.768], [-0.598, 5.871, 1.814], [-6.304, -0.116, -5.071], [2.905, -6.129, -1.343], [6.621, -0.133, 2.396], [3.147, -2.407, -0.228], [4.233, -4.286, -2.510], [-0.665, -3.875, -1.786], [1.861, 2.760, -1.963], [-1.405, -1.308, -1.903], [0.516, -2.200, -3.138], [0.381, 8.052, 1.013], [1.878, -0.412, 0.014], [-1.836, 0.497, 0.983], [-4.352, 0.281, 1.502], [-3.016, -1.455, -2.317], [-1.389, 6.550, 2.103], [-1.111, -0.767, 2.363], [2.230, 3.340, 1.170], [4.348, 0.964, 1.967], [2.793, 1.356, -3.459], [0.715, -7.014, -1.153], [-4.010, 0.501, 4.922], [-5.185, 0.202, 3.079], [0.738, 2.044, -0.823], [-0.640, -0.304, -0.182], [7.790, -2.024, 2.279], [-5.576, 1.168, 0.045], [2.456, -0.303, -3.539], [-2.761, 1.724, 4.888], [-0.997, 2.028, 1.755], [5.303, -3.661, 0.353], [2.750, 5.683, 1.300], [-1.924, 4.126, 1.802], [4.153, -2.434, -3.371]],
  "lowdin_charge": [0.684, 0.582, 0.623, 0.616, 0.540, 0.520, 0.524, 0.521, 0.514, -0.134, 0.021, 0.005, -0.076, 0.011, 0.022, -0.007, -0.032, 0.017, 0.185, 0.184, 0.198, 0.188, 0.165, 0.176, -0.023, -0.037, -1.490, -0.014, -0.032, -0.312, -0.294, -0.020, -0.016, -0.332, -0.006, -0.019, -0.001, -0.630, -0.019, -0.611, -0.321, -0.333, -0.652, -1.554, -1.556, -0.313, -0.013, -0.010, -0.031, 0.121, 0.115, 0.091, 0.120, 0.115, 0.106, 0.072, 0.102, 0.097, 0.049, 0.050, 0.036, 0.043, 0.115, -0.058, 0.111, 0.115, 0.102, 0.100, 0.096, 0.107, 0.085, 0.065, 0.091, -0.065, 0.070, 0.109, 0.030, 0.115, 0.120, 0.065, 0.098]
}

3.
{
  "formula": "C24H33BrCrN7O",
  "method": "the ωB97M-V functional and the def2-TZVPD basis",
  "multiplicity": 4,
  "s_squared": 3.781,
  "total_charge": 2,
  "homo_energy_ev": [-12.1, -12.2],
  "gap_ev": [5.482, 5.857],
  "species": ["Br", "Cr", "O", "N", "N", "N", "N", "N", "N", "N", "C", "C", "C", "C", "C", "C", "C", "C", "C", "C", "C", "C", "C", "C", "C", "C", "C", "C", "C", "C", "C", "C", "C", "C", "H", "H", "H", "H", "H", "H", "H", "H", "H", "H", "H", "H", "H", "H", "H", "H", "H", "H", "H", "H", "H", "H", "H", "H", "H", "H", "H", "H", "H", "H", "H", "H", "H"],
  "positions_angstrom": [[-7.117, -9.085, -5.480], [0.135, 0.146, 0.211], [0.066, 0.130, -1.644], [-3.781, -4.712, -2.962], [0.525, 0.310, 2.308], [-2.967, -4.097, -3.669], [-1.406, 1.402, 0.426], [-0.943, -1.526, 0.091], [-2.145, 3.540, -0.169], [2.021, -0.777, -0.067], [-6.290, -7.339, -3.405], [-1.198, 2.639, 0.024], [-1.860, 4.928, -0.579], [2.799, -0.709, 2.309], [0.244, 3.012, -0.208], [2.803, -1.469, 0.995], [-4.523, -5.722, -3.626], [-1.403, -2.325, 1.039], [-0.855, -1.095, -3.495], [-1.896, 5.911, 0.578], [-1.622, -2.198, -3.901], [-6.069, -7.718, -4.720], [-5.082, -7.110, -5.493], [-2.443, -3.750, -0.577], [-3.919, 3.143, 1.562], [-2.152, -3.460, 0.735], [-2.002, -2.904, -1.620], [-0.656, -0.879, -2.155], [1.444, -0.650, 2.988], [-1.221, -1.793, -1.228], [-5.508, -6.336, -2.860], [-3.554, 3.198, 0.085], [-4.306, -6.108, -4.948], [-2.213, -3.078, -3.022], [0.587, 3.752, 0.515], [-1.169, -2.069, 2.065], [1.547, -0.364, 4.034], [0.923, 2.145, -0.119], [-0.426, -0.424, -4.227], [-2.374, 1.139, 0.553], [0.423, 3.386, -1.214], [3.824, -1.622, 0.645], [-2.604, 5.185, -1.332], [3.200, 0.302, 2.173], [0.861, 1.256, 2.494], [-3.536, -5.632, -5.538], [-1.641, 6.907, 0.218], [-3.777, 2.255, -0.423], [-3.021, -4.624, -0.828], [3.499, -1.204, 2.984], [-2.490, -4.104, 1.534], [0.971, -1.633, 2.967], [-2.887, 5.967, 1.028], [-4.929, -7.430, -6.513], [-1.781, -2.376, -4.956], [1.818, -1.436, -0.818], [-4.975, 2.896, 1.667], [-3.348, 2.390, 2.104], [-5.658, -6.016, -1.837], [2.358, -2.456, 1.128], [-4.149, 3.953, -0.426], [-7.061, -7.821, -2.821], [2.607, -0.082, -0.531], [-0.900, 4.957, -1.088], [-0.385, 0.295, 2.768], [-3.750, 4.103, 2.046], [-1.181, 5.640, 1.356]],
  "nbo_charge": [0.117, 1.338, -0.706, -0.186, -0.832, -0.202, -0.823, -0.470, -0.353, -0.816, -0.239, 0.550, -0.210, -0.439, -0.632, -0.218, 0.120, 0.093, -0.235, -0.624, -0.151, -0.059, -0.218, -0.044, -0.624, -0.269, -0.107, 0.286, -0.215, 0.108, -0.185, -0.229, -0.208, 0.171, 0.266, 0.201, 0.229, 0.167, 0.247, 0.399, 0.278, 0.231, 0.226, 0.213, 0.400, 0.240, 0.249, 0.209, 0.272, 0.265, 0.254, 0.204, 0.222, 0.240, 0.251, 0.420, 0.247, 0.198, 0.224, 0.213, 0.236, 0.242, 0.406, 0.211, 0.411, 0.229, 0.208]
}

4.
{
  "formula": "C24H33BrCrN7O",
  "method": "the ωB97M-V functional and the def2-TZVPD basis",
  "multiplicity": 4,
  "s_squared": 3.780,
  "total_charge": 2,
  "homo_energy_ev": [-12.2, -12.2],
  "gap_ev": [5.256, 5.935],
  "species": ["Br", "Cr", "O", "N", "N", "N", "N", "N", "N", "N", "C", "C", "C", "C", "C", "C", "C", "C", "C", "C", "C", "C", "C", "C", "C", "C", "C", "C", "C", "C", "C", "C", "C", "C", "H", "H", "H", "H", "H", "H", "H", "H", "H", "H", "H", "H", "H", "H", "H", "H", "H", "H", "H", "H", "H", "H", "H", "H", "H", "H", "H", "H", "H", "H", "H", "H", "H"],
  "positions_angstrom": [[10.197, -0.149, 5.038], [-1.868, 0.543, 0.072], [-1.559, 1.243, 1.759], [-2.079, -0.224, -4.209], [-2.568, -1.210, 0.832], [4.555, 0.355, 2.906], [3.617, 0.467, 3.716], [-1.843, 0.390, -1.974], [-3.742, 1.472, 0.098], [0.095, -0.007, 0.221], [1.937, 0.131, 1.820], [-1.073, 1.951, -4.877], [-2.249, -2.304, -5.563], [2.724, -0.586, 0.893], [5.849, 0.242, 3.488], [8.434, 0.016, 4.404], [-3.589, -1.085, 1.924], [0.604, 0.381, 1.434], [6.909, 0.302, 2.591], [0.069, 1.447, 3.520], [-4.550, 1.206, 1.326], [-3.759, -0.956, -2.611], [-2.491, -0.229, -2.950], [-0.324, 1.048, 2.272], [2.327, 0.587, 3.119], [8.212, 0.197, 3.047], [1.395, 1.195, 3.927], [0.877, -0.659, -0.629], [-4.808, -0.285, 1.491], [-0.849, 0.467, -4.623], [2.199, -0.970, -0.319], [7.376, -0.052, 5.308], [6.080, 0.064, 4.852], [-2.801, -0.914, -5.296], [-3.862, -0.947, -5.062], [-5.488, 1.757, 1.263], [-2.778, -2.756, -6.400], [-0.621, 1.957, 4.178], [7.578, -0.199, 6.359], [-2.704, -0.281, -6.178], [0.431, -0.966, -1.567], [-0.067, 0.293, -3.880], [-4.606, -0.526, -3.146], [-4.302, 1.253, -0.724], [-3.980, 1.590, 2.170], [-1.817, 2.100, -5.658], [-1.034, 0.886, -2.337], [6.704, 0.442, 1.538], [-5.578, -0.418, 2.251], [2.795, -1.520, -1.032], [3.745, -0.826, 1.145], [-3.569, 2.476, 0.035], [-1.416, 2.472, -3.982], [-3.091, -0.598, 2.760], [-3.877, -2.091, 2.228], [9.046, 0.251, 2.361], [-0.506, -0.029, -5.529], [-5.234, -0.701, 0.571], [-2.923, -1.838, 0.113], [1.717, 1.504, 4.912], [-3.963, -0.871, -1.548], [-1.190, -2.269, -5.820], [-1.748, -1.680, 1.215], [5.249, 0.009, 5.540], [-0.144, 2.416, -5.204], [-3.702, -2.010, -2.882], [-2.369, -2.956, -4.697]],
  "nbo_charge": [0.118, 1.428, -0.723, -0.359, -0.777, -0.175, -0.173, -0.901, -0.809, -0.527, -0.022, -0.625, -0.623, -0.056, 0.120, -0.059, -0.224, 0.095, -0.186, -0.219, -0.224, -0.673, 0.561, 0.275, 0.079, -0.239, -0.141, 0.093, -0.438, -0.226, -0.273, -0.217, -0.208, -0.214, 0.215, 0.227, 0.249, 0.246, 0.241, 0.226, 0.208, 0.196, 0.261, 0.399, 0.236, 0.231, 0.382, 0.225, 0.268, 0.251, 0.268, 0.416, 0.204, 0.233, 0.230, 0.242, 0.236, 0.205, 0.401, 0.253, 0.198, 0.221, 0.420, 0.240, 0.247, 0.260, 0.207]
}